No. 1
The following is a quantum chemistry calculation of a single C21H32N4O3 molecule in a non-equilibrium geometry, from the OMol25 dataset.

strongest force on any atom	3.4	eV/A
charge	0
lowest unoccupied orbital energy	0.6	eV
HOMO level	-9.149	eV
E	-34397.72774	eV
spin multiplicity	1

CARTESIAN COORDINATES (ANGSTROEM)
C (-7.24, 3.50, -1.64)
C (-5.73, 3.56, -1.60)
C (-5.13, 2.37, -0.90)
C (-3.62, 2.41, -0.87)
C (-3.03, 1.21, -0.15)
C (-1.55, 1.24, -0.15)
C (-0.83, 1.45, 0.91)
C (0.63, 1.54, 0.88)
C (1.21, 0.78, 2.03)
O (0.53, 0.18, 2.81)
N (2.55, 0.95, 2.21)
C (3.16, 0.41, 3.37)
C (4.48, -0.23, 3.08)
C (4.48, -1.28, 2.03)
C (5.52, -1.28, 0.98)
C (4.11, -1.05, 0.61)
C (3.54, -2.26, 0.06)
O (4.00, -3.31, 0.42)
N (2.53, -2.22, -0.87)
C (2.03, -3.46, -1.32)
C (0.63, -3.38, -1.68)
N (-0.32, -4.18, -1.40)
C (-1.44, -3.66, -2.12)
C (-2.78, -4.24, -2.13)
N (-1.15, -2.58, -2.76)
O (0.23, -2.43, -2.46)
C (3.74, 0.31, 0.13)
C (3.40, 1.37, 1.15)
H (-7.66, 4.37, -2.14)
H (-7.58, 2.61, -2.17)
H (-7.65, 3.47, -0.63)
H (-5.34, 3.61, -2.62)
H (-5.41, 4.47, -1.09)
H (-5.52, 2.31, 0.13)
H (-5.45, 1.45, -1.41)
H (-3.23, 2.45, -1.89)
H (-3.29, 3.33, -0.37)
H (-3.39, 1.18, 0.88)
H (-3.36, 0.30, -0.65)
H (-1.06, 1.08, -1.12)
H (-1.31, 1.59, 1.88)
H (1.02, 1.17, -0.08)
H (0.94, 2.59, 0.98)
H (3.32, 1.23, 4.10)
H (2.46, -0.28, 3.82)
H (5.23, 0.54, 2.84)
H (4.81, -0.69, 4.01)
H (4.26, -2.25, 2.41)
H (6.18, -0.44, 0.93)
H (5.95, -2.21, 0.70)
H (2.08, -1.37, -1.15)
H (2.59, -3.80, -2.20)
H (2.15, -4.19, -0.54)
H (-3.39, -3.79, -2.91)
H (-2.70, -5.31, -2.31)
H (-3.26, -4.09, -1.16)
H (4.57, 0.69, -0.48)
H (2.90, 0.26, -0.56)
H (2.91, 2.20, 0.62)
H (4.29, 1.81, 1.59)

=====

No. 2
The following is a quantum chemistry calculation of a molecular structure, C21H32NO5PPtS2 in a non-equilibrium geometry, from the OMol25 dataset.

strongest force on any atom	2.4	eV/A
charge	0
lowest unoccupied orbital energy (alpha / beta)	-0.4 / -0.4	eV
HOMO level (alpha / beta)	-7.706 / -7.721	eV
E	-68231.72329	eV
spin multiplicity	1

CARTESIAN COORDINATES (ANGSTROEM)
Pt (-0.17, -0.35, -1.41)
S (-3.97, -0.74, -3.65)
C (-3.21, 0.70, -4.18)
C (-2.03, 0.93, -3.55)
C (-1.71, -0.08, -2.60)
C (-2.68, -1.04, -2.55)
C (-2.54, -2.17, -1.66)
C (-3.42, -3.25, -1.55)
C (-3.13, -4.26, -0.66)
C (-1.97, -4.20, 0.10)
C (-1.15, -3.10, -0.05)
N (-1.43, -2.10, -0.89)
H (-3.68, 1.30, -4.94)
H (-1.41, 1.80, -3.75)
H (-4.31, -3.28, -2.16)
H (-3.80, -5.11, -0.57)
H (-1.69, -4.98, 0.80)
H (-0.23, -3.00, 0.51)
C (1.37, 3.29, -0.93)
C (2.34, 2.28, -1.51)
C (3.77, 2.68, -1.20)
C (2.12, 2.10, -3.00)
O (1.98, 1.03, -0.83)
P (2.83, -0.38, -0.94)
O (3.96, -0.29, -1.87)
O (1.71, -1.39, -1.18)
O (3.39, -0.53, 0.54)
C (2.78, -0.69, 1.83)
C (3.42, 0.36, 2.71)
C (1.27, -0.50, 1.81)
C (3.13, -2.09, 2.29)
H (1.51, 4.25, -1.44)
H (1.56, 3.43, 0.13)
H (0.34, 2.96, -1.06)
H (3.99, 3.62, -1.70)
H (4.48, 1.92, -1.54)
H (3.90, 2.82, -0.12)
H (2.26, 3.05, -3.52)
H (1.10, 1.75, -3.19)
H (2.82, 1.37, -3.41)
H (3.25, 1.35, 2.28)
H (4.50, 0.20, 2.77)
H (3.00, 0.33, 3.72)
H (1.01, 0.48, 1.41)
H (0.89, -0.59, 2.83)
H (0.78, -1.26, 1.19)
H (4.22, -2.22, 2.31)
H (2.71, -2.83, 1.61)
H (2.74, -2.28, 3.30)
O (-1.42, 1.47, -0.14)
S (-2.56, 1.70, 0.81)
C (-1.86, 1.71, 2.49)
C (-2.69, 0.75, 3.33)
C (-2.95, -0.46, 2.43)
C (-3.39, 0.10, 1.08)
H (-1.82, 2.73, 2.85)
H (-0.84, 1.34, 2.33)
H (-3.64, 1.22, 3.61)
H (-2.17, 0.49, 4.25)
H (-3.71, -1.11, 2.85)
H (-2.03, -1.04, 2.31)
H (-4.46, 0.29, 1.03)
H (-3.09, -0.50, 0.22)

=====

No. 3
The following is a quantum chemistry calculation of 7 unconnected molecules or ions with the total composition C21H33BrCl2F3N4O6S2 in a non-equilibrium geometry, from the OMol25 dataset.

strongest force on any atom	1.9	eV/A
charge	+1
lowest unoccupied orbital energy	-4.2	eV
HOMO level	-10.551	eV
E	-165456.42533	eV
spin multiplicity	1

CARTESIAN COORDINATES (ANGSTROEM)
C (5.15, 0.19, 2.82)
C (4.79, 0.23, 1.56)
N (3.39, 0.11, 1.19)
C (2.81, -1.14, 1.11)
N (3.61, -2.24, 1.42)
C (1.47, -1.29, 0.73)
C (0.84, -2.67, 0.62)
C (1.77, -3.78, 0.06)
C (1.08, -4.72, -0.84)
F (0.62, -5.86, -0.28)
C (0.81, -4.52, -2.17)
F (-0.38, -4.30, -2.70)
F (1.73, -4.53, -3.12)
C (0.72, -0.11, 0.47)
C (-0.75, -0.11, 0.11)
C (-1.61, 0.42, 1.30)
C (-2.96, -0.25, 1.48)
S (-2.81, -2.04, 1.70)
C (-4.47, -2.61, 1.33)
S (-5.54, -2.77, 2.52)
N (-4.74, -2.92, 0.01)
C (-4.22, -2.27, -1.11)
C (-4.76, -2.90, -2.19)
N (-5.57, -3.93, -1.79)
C (-5.55, -3.92, -0.49)
C (1.34, 1.16, 0.58)
C (0.61, 2.42, 0.34)
Cl (0.04, 3.28, 1.73)
C (0.36, 2.92, -0.87)
C (-0.40, 4.15, -1.19)
Cl (0.99, 2.02, -2.21)
C (2.68, 1.22, 0.94)
Br (3.55, 2.86, 1.09)
H (6.17, 0.35, 3.13)
H (4.40, 0.04, 3.58)
H (5.51, 0.36, 0.76)
H (3.80, -2.32, 2.41)
H (4.48, -2.27, 0.91)
H (0.02, -2.59, -0.08)
H (0.38, -2.94, 1.57)
H (2.17, -4.36, 0.89)
H (2.63, -3.34, -0.43)
H (-0.88, 0.59, -0.70)
H (-1.11, -1.07, -0.23)
H (-1.03, 0.33, 2.22)
H (-1.83, 1.47, 1.14)
H (-3.64, 0.02, 0.68)
H (-3.40, 0.15, 2.39)
H (-3.54, -1.44, -1.07)
H (-4.58, -2.61, -3.21)
H (-6.07, -4.59, 0.18)
H (-0.81, 4.04, -2.18)
H (0.25, 5.02, -1.21)
H (-1.22, 4.32, -0.51)
O (0.55, 5.35, -3.75)
H (1.39, 4.92, -3.58)
H (0.69, 5.82, -4.58)
O (-2.42, 5.44, -4.30)
H (-1.51, 5.54, -4.00)
H (-2.53, 6.09, -5.00)
O (-2.28, -5.18, 0.66)
H (-2.36, -6.02, 0.19)
H (-3.15, -4.78, 0.60)
O (3.18, 4.72, 4.06)
H (2.72, 4.06, 4.59)
H (3.32, 4.31, 3.20)
O (0.30, 6.13, 4.01)
H (0.14, 5.35, 3.47)
H (-0.56, 6.56, 4.05)
O (2.35, 0.20, -4.94)
H (2.17, -0.61, -4.45)
H (1.72, 0.84, -4.59)

=====

No. 4
The following is a quantum chemistry calculation of a molecular structure, C21H33CdCl2N4O3 in a non-equilibrium geometry, from the OMol25 dataset.

strongest force on any atom	5.4	eV/A
charge	-1
lowest unoccupied orbital energy (alpha / beta)	2.7 / 2.7	eV
HOMO level (alpha / beta)	-1.890 / -1.888	eV
E	-64024.43587	eV
spin multiplicity	1

CARTESIAN COORDINATES (ANGSTROEM)
O (-0.30, -1.15, -3.35)
C (-0.90, -0.09, -3.36)
C (-0.29, 1.26, -3.40)
C (0.20, 2.02, -2.32)
H (0.18, 1.63, -1.30)
C (0.75, 3.28, -2.58)
H (1.15, 3.91, -1.78)
C (0.76, 3.78, -3.89)
H (1.08, 4.79, -4.13)
C (0.36, 2.96, -4.95)
H (0.40, 3.29, -5.99)
C (-0.18, 1.72, -4.71)
H (-0.47, 1.00, -5.47)
H (-1.99, -0.07, -3.12)
C (-2.81, -1.07, -1.03)
C (-2.27, 0.17, -0.51)
H (-3.48, -1.03, -1.90)
H (-3.39, -1.44, -0.15)
H (-2.10, -1.87, -1.21)
C (-2.55, 1.44, -0.71)
C (-3.91, 1.91, -0.32)
H (-1.88, 2.24, -0.93)
H (-4.54, 2.03, -1.20)
H (-3.85, 2.85, 0.23)
H (-4.39, 1.16, 0.33)
Cd (-1.52, 0.00, 1.39)
Cl (-0.02, 1.95, 1.25)
Cl (-3.73, -0.37, 2.50)
H (4.39, 1.67, -1.38)
H (4.02, 1.62, 0.95)
C (3.29, 1.60, -1.42)
C (3.20, 0.91, 0.96)
N (2.81, 0.67, -0.42)
H (2.99, 1.25, -2.42)
C (2.08, -0.40, -0.73)
O (1.75, -1.25, 0.11)
H (3.50, -0.03, 1.43)
H (1.80, -0.49, -1.80)
H (2.88, 2.60, -1.25)
H (2.35, 1.33, 1.51)
H (0.75, -5.27, 1.66)
H (1.59, -5.37, -0.37)
C (-0.07, -4.61, 1.38)
C (1.13, -4.49, -0.83)
N (0.38, -3.85, 0.22)
H (-0.35, -3.94, 2.21)
C (-0.11, -2.63, 0.04)
O (-0.77, -2.09, 0.96)
H (1.88, -3.79, -1.19)
H (0.04, -2.16, -0.95)
H (-0.94, -5.23, 1.12)
H (0.47, -4.80, -1.65)
C (-1.10, 1.71, 4.52)
C (-0.32, 0.48, 4.39)
N (-0.28, -0.37, 3.37)
C (0.70, -1.31, 3.66)
C (1.24, -1.05, 4.90)
N (0.57, 0.08, 5.35)
H (-2.13, 1.49, 4.23)
H (-1.04, 2.08, 5.55)
H (-0.69, 2.45, 3.82)
H (0.94, -2.11, 2.98)
H (2.05, -1.55, 5.44)
H (0.71, 0.54, 6.25)